# C4H8OS3

A single C4H8OS3 molecule at a distorted geometry (ωB97M-V/def2-TZVPD, the OMol25 dataset).

```
16
Properties=species:S:1:pos:R:3:forces:R:3
O 2.54436 -0.37222 0.21284 -0.6179 -1.2693 -0.5951
C 1.12476 -0.51588 0.39473 0.4511 2.2136 1.2799
C 0.51847 0.71657 -0.25665 -0.6769 -1.2998 -0.5983
S 0.41244 0.51799 -2.12776 -0.6781 0.0808 0.9492
C -0.85927 1.07965 0.25837 -2.3139 -0.2999 -0.1577
C -1.97537 -0.07452 0.05127 1.9786 0.8225 0.4101
S -2.90642 -0.29344 -1.25541 0.3609 0.1106 0.7161
S -1.77028 -1.11358 1.47294 -0.4242 0.2678 -0.3851
H 2.86940 -1.27710 0.17709 0.4715 0.1152 -0.0242
H 0.59023 -1.35882 0.01573 0.4871 -1.1011 -0.4105
H 0.98019 -0.45953 1.49518 -0.3048 -0.1113 -0.5150
H 1.19565 1.51024 -0.08365 0.5233 1.0438 0.2061
H 1.71190 0.52060 -2.29880 0.8491 -0.0055 -0.0693
H -0.92145 1.38073 1.33452 0.5186 -0.3562 -0.7301
H -1.19882 1.92942 -0.32299 -0.1787 0.2273 -0.0273
H -2.31580 -2.19011 0.93258 -0.4456 -0.4385 -0.0489
```
Forces are in eV/Å.

The molar mass is 168.31 g mol⁻¹. The calculation puts the orbital gap at 8.49 eV. For the energy above the lowest of the compared OMol25 structures with the same formula, charge and spin, the calculation gives 28.22 kcal/mol. Its charge is 0. The energy is -1426.9663 Eh.

Atom charges from the Mulliken analysis, given in e for atoms 1 to 2: -0.4940, -0.7722

***

# C7H10O

A molecular structure, C7H10O at a distorted geometry (ωB97M-V/def2-TZVPD, the OMol25 dataset).

```
18
Properties=species:S:1:pos:R:3:forces:R:3
C 0.98937 0.48380 0.88921 -0.0088 -0.0385 0.1628
C 1.74862 0.52646 1.97414 -0.0018 -0.0162 -0.0440
C 1.42355 1.00089 -0.43011 -2.5523 -2.4642 -2.6658
C -0.40554 -0.10335 0.86535 0.1008 -0.1555 -0.2331
C 0.24893 -0.09702 -1.52292 2.6255 2.9987 2.6602
C -0.72319 -0.56734 -0.55110 -0.6336 0.7587 0.3175
C -2.16707 -0.86034 -0.88416 0.3295 -0.0807 -0.0813
O 0.26916 -1.41177 -1.12390 0.3509 -1.0983 0.0364
H 1.41822 0.15287 2.92873 -0.1435 -0.1565 0.1526
H 2.73441 0.96023 1.94886 0.1935 0.0862 -0.0491
H 1.08224 1.99913 -0.66880 0.0254 0.2790 0.0297
H 2.45358 0.82325 -0.69980 0.1964 0.0621 0.0135
H -0.48351 -0.93163 1.56880 -0.1036 -0.0242 0.1121
H -1.14002 0.65619 1.14913 -0.0139 -0.0128 0.0010
H 0.13549 0.16908 -2.55441 -0.1681 0.0020 -0.3944
H -2.82098 -0.26089 -0.25499 -0.0622 0.0353 -0.0025
H -2.38631 -1.91121 -0.70821 -0.0676 -0.0885 0.0439
H -2.37695 -0.62835 -1.92583 -0.0667 -0.0865 -0.0596
```
Forces are in eV/Å.

The molar mass is 110.16 g mol⁻¹. The calculation puts the orbital gap at 9.95 eV. For the energy above the lowest of the compared OMol25 structures with the same formula, charge and spin, the calculation gives 60.06 kcal/mol. Its charge is 0. The energy is -347.8675 Eh.

Atom charges from the Mulliken analysis, given in e for atoms 1 to 2: 0.6421, -1.0964

***

# C6H17N3

2 unconnected molecules or ions with the total composition C6H17N3 at a distorted geometry (ωB97M-V/def2-TZVPD, the OMol25 dataset).

```
26
Properties=species:S:1:pos:R:3:forces:R:3
C -0.18741 -1.76210 1.80119 0.0122 0.2856 -0.3419
C 0.82494 -1.24487 0.81386 0.2999 -0.6154 -0.5212
C 2.08759 -0.68906 1.40505 -0.3553 0.3476 -0.1809
C 0.71770 -1.45593 -0.50965 0.4922 -0.8508 0.9214
N -0.27236 -2.22086 -1.13497 -0.1580 0.2413 0.0503
H -0.03197 -2.82225 2.00210 0.0196 -0.1250 0.0608
H -0.09788 -1.22415 2.74422 -0.1296 0.0037 0.0543
H -1.20607 -1.64643 1.42574 -0.1224 0.0126 0.1245
H 2.55578 -1.40595 2.07538 0.0771 -0.1042 0.1437
H 1.86587 0.21516 1.97953 0.1094 0.0004 0.1109
H 2.80360 -0.42818 0.63212 0.1445 0.0429 -0.1066
H 1.55821 -1.23567 -1.15739 -0.0488 0.3014 -0.0397
H -1.09776 -2.35680 -0.56873 -0.0332 -0.0283 -0.1189
H -0.51066 -1.90164 -2.06302 -0.0831 -0.0064 0.0265
C -0.57995 1.83595 0.45175 0.1431 -0.7118 0.0819
C -0.61639 1.40242 -1.00735 0.7586 -1.2162 0.1526
N -0.06309 2.44173 -1.85129 -0.0723 0.1819 -0.1025
N -1.94196 1.09397 -1.51535 -0.1305 0.0343 -0.0960
H -1.28762 2.63800 0.62703 -0.2140 0.0704 0.1596
H 0.41064 2.18091 0.73690 0.2079 0.1254 -0.0383
H -0.77034 0.94452 1.08256 -0.2156 0.5766 -0.1783
H -0.03692 0.42427 -1.05636 -0.6500 1.3773 -0.1017
H 0.91041 2.60767 -1.62703 -0.0566 0.0087 -0.0495
H -0.13252 2.16584 -2.82337 0.0858 -0.0185 -0.0104
H -2.47054 1.95650 -1.59641 -0.0833 0.0299 0.0697
H -2.43130 0.48694 -0.86653 0.0025 0.0364 -0.0706
```
Forces are in eV/Å.

The molar mass is 131.22 g mol⁻¹. The calculation puts the orbital gap at 8.67 eV. For the energy above the lowest of the compared OMol25 structures with the same formula, charge and spin, the calculation gives 13.74 kcal/mol. Its charge is 0. The energy is -403.0523 Eh.

Atom charges from the Mulliken analysis, given in e for atoms 1 to 2: -1.6460, 1.1263

***

# C6H9N

A molecular structure, C6H9N (ωB97M-V/def2-TZVPD, the OMol25 dataset).

```
16
Properties=species:S:1:pos:R:3:forces:R:3
C 0.36682 -1.80267 -0.96241 -0.0212 -0.0534 0.1621
C -0.66643 0.61285 -0.61133 -0.0675 0.1403 0.0602
C 0.09808 -0.51553 -0.27319 -0.1360 0.1147 0.2162
N -0.27695 1.28726 0.71228 -0.1891 0.0869 -0.2821
C -1.45841 1.17203 -1.53582 -0.0748 0.2050 0.1800
C 1.26858 -0.18741 2.04522 -0.0764 0.2490 -0.0121
C 0.51162 0.03019 0.95954 0.3640 -0.3746 0.0414
H 0.27248 2.14516 0.62240 0.0041 -0.2180 -0.0597
H -1.04559 1.45406 1.36596 0.0626 -0.1416 -0.1743
H 1.42838 -1.90858 -1.19125 0.0787 -0.0893 -0.0660
H -0.18517 -1.86187 -1.90065 0.0124 0.0385 0.0066
H 0.07377 -2.67026 -0.35505 0.0426 0.1523 -0.0652
H -1.74048 0.62109 -2.41169 0.0447 -0.1538 -0.2329
H -1.84631 2.16878 -1.42548 -0.0770 0.1502 0.1110
H 1.85801 -1.08011 2.12284 0.0485 -0.2684 0.0124
H 1.34159 0.53503 2.83863 -0.0156 0.1622 0.1023
```
Forces are in eV/Å.

The molar mass is 95.14 g mol⁻¹. The calculation puts the orbital gap at 6.67 eV. For the energy above the lowest of the compared OMol25 structures with the same formula, charge and spin, the calculation gives 82.99 kcal/mol. Its charge is 0. The energy is -288.6498 Eh.

Atom charges from the Mulliken analysis, given in e for atoms 1 to 2: -1.3381, 0.4578

***

# C3H8O3

2 unconnected molecules or ions with the total composition C3H8O3 at a distorted geometry (ωB97M-V/def2-TZVPD, the OMol25 dataset).

```
14
Properties=species:S:1:pos:R:3:forces:R:3
C -0.18405 1.04258 -2.29059 -0.7626 -0.0601 -0.3530
C 0.43239 0.46237 -1.02491 -3.0036 2.5100 0.5938
C -0.57376 -0.06914 -0.02464 0.1884 1.5770 0.1136
O -0.41913 0.25412 1.13184 -0.2164 -0.7585 0.6830
O -1.69432 -0.68268 -0.41298 0.3106 -0.3050 0.1464
H -0.39983 0.23280 -3.00801 -0.4577 0.4136 0.3216
H -1.09606 1.64852 -2.01455 0.7947 -0.8392 -0.5402
H 0.47931 1.71682 -2.83600 0.2077 -0.0267 0.3446
H 0.84349 1.26987 -0.43268 0.4816 0.0524 -0.0533
H 1.13201 -0.24505 -1.15456 2.6955 -2.5001 -0.8251
H -2.13564 -0.82524 0.44735 -0.2443 -0.1233 -0.4093
O 2.05263 -0.99460 2.29366 2.6912 0.0786 1.0741
H 2.43978 -0.26731 2.83664 -0.6973 -0.8825 -0.7453
H 1.17603 -0.75994 2.10257 -1.9876 0.8637 -0.3509
```
Forces are in eV/Å.

The molar mass is 92.09 g mol⁻¹. The calculation puts the orbital gap at 11.36 eV. For the energy above the lowest of the compared OMol25 structures with the same formula, charge and spin, the calculation gives 11.70 kcal/mol. Its charge is 0. The energy is -344.8297 Eh.

Atom charges from the Mulliken analysis, given in e for atoms 1 to 2: -1.0802, -0.2716

***

# C24H30N2O4

A single C24H30N2O4 molecule (ωB97M-V/def2-TZVPD, the OMol25 dataset).

```
60
Properties=species:S:1:pos:R:3:forces:R:3
C -0.24350 -0.45089 2.74569 -0.0051 0.1131 -0.4374
C -0.25662 -0.72196 1.24438 0.0555 -0.4156 0.3696
O -0.62958 0.41743 0.48943 0.0350 0.5119 -0.1181
C 0.33192 1.26453 0.04110 -0.0145 0.1901 -0.0877
C 1.63261 1.31054 0.51640 -0.2184 0.1442 0.0664
C 2.55983 2.19648 -0.02273 -0.3317 0.3718 0.0687
C 4.00086 2.06895 0.35560 -0.0341 0.1468 0.0983
O 4.69520 2.97961 0.75523 -0.0033 0.2209 -0.0407
N 4.49091 0.80438 0.21554 0.4711 -0.3799 0.1342
C 3.78618 -0.29474 -0.32249 -0.1266 -0.4997 -0.3037
C 3.17768 -0.18203 -1.56859 0.1931 -0.1613 0.0180
C 2.35682 -1.18550 -2.03863 0.0127 0.0137 0.0811
C 2.13517 -2.33231 -1.28406 0.0609 -0.0025 0.0429
C 1.15123 -3.35748 -1.74927 -0.0879 0.0100 -0.0086
C 2.81368 -2.46823 -0.08023 -0.0099 0.0362 -0.1542
C 3.64044 -1.47005 0.41771 0.0581 0.2781 -0.0231
C 4.32644 -1.61924 1.74282 -0.0553 0.0099 -0.0759
C 2.15811 3.13395 -0.96051 0.2265 -0.1387 0.1969
C 0.86373 3.09353 -1.44890 -0.2535 -0.1650 0.0049
C -0.03283 2.13683 -1.00148 0.1448 -0.1188 0.0023
O -1.26785 2.05713 -1.60790 0.1725 0.1272 0.3874
C -1.53778 0.81747 -2.24766 0.0620 -0.2266 -0.3055
C -2.21638 -0.28746 -1.42865 0.0949 0.1417 -0.2971
O -1.76229 -1.42239 -1.46320 0.1970 -0.1856 -0.1453
N -3.37119 0.01134 -0.81377 -0.3294 -0.1021 0.0918
C -3.95662 1.32500 -0.67779 0.0634 0.4592 0.0778
C -3.97539 1.72989 0.79688 -0.2458 -0.0056 -0.1374
C -4.76374 0.70396 1.60580 0.2862 0.0090 0.1206
C -4.15533 -0.68088 1.40318 -0.2712 0.0689 -0.1853
C -4.09127 -1.01457 -0.08601 0.1543 -0.4289 0.2138
H -1.21264 -0.07931 3.07102 -0.0872 0.0148 0.0537
H -0.02439 -1.37274 3.27774 0.0289 -0.1027 0.0896
H 0.50600 0.29267 3.00561 0.0702 0.0525 0.0813
H 0.71249 -1.10174 0.90388 -0.1117 0.0327 -0.0462
H -1.01412 -1.47284 1.00042 0.1318 0.0452 -0.0177
H 1.94620 0.64158 1.30087 0.0109 -0.1537 0.0269
H 5.43054 0.65238 0.55857 -0.1028 0.1759 -0.0026
H 3.33048 0.71549 -2.14851 0.0054 0.0809 -0.0532
H 1.86622 -1.07521 -2.99413 -0.0705 0.0239 -0.1282
H 0.14509 -2.93859 -1.69510 -0.0756 -0.0495 -0.0234
H 1.19117 -4.25161 -1.13263 -0.0056 -0.1054 0.0102
H 1.34111 -3.63295 -2.78489 -0.0127 -0.0829 -0.0764
H 2.67242 -3.36608 0.50592 -0.0162 -0.1124 0.0670
H 4.14161 -0.75021 2.37411 0.0313 0.0397 0.0872
H 3.97579 -2.50865 2.25979 0.0179 -0.0525 0.0487
H 5.40480 -1.70716 1.60599 0.0906 -0.0076 0.1018
H 2.86907 3.85111 -1.33962 0.0816 0.0713 -0.0466
H 0.54072 3.77646 -2.21929 -0.0596 0.0422 -0.1013
H -2.19581 1.05831 -3.09164 0.0910 -0.0564 0.0881
H -0.61108 0.38439 -2.64169 -0.1561 0.0357 0.0967
H -3.39374 2.05348 -1.25510 -0.1416 -0.0668 -0.0065
H -4.98523 1.28240 -1.06000 0.0484 0.0443 -0.0100
H -4.41842 2.72158 0.89703 0.0196 0.0546 0.0007
H -2.94578 1.77339 1.15556 0.0640 0.0579 0.0052
H -4.75294 0.96787 2.66497 -0.0834 0.0147 0.0073
H -5.80474 0.69919 1.27238 -0.0783 0.0064 0.0246
H -4.74477 -1.44030 1.91955 0.0416 -0.0487 0.0271
H -3.14511 -0.69327 1.81209 0.0891 -0.0618 0.0578
H -3.57863 -1.96289 -0.25549 -0.1478 0.1084 -0.0245
H -5.10675 -1.08005 -0.49529 0.0253 -0.0232 0.0083
```
Forces are in eV/Å.

The molar mass is 410.51 g mol⁻¹. The calculation puts the orbital gap at 9.08 eV. For the energy above the lowest of the compared OMol25 structures with the same formula, charge and spin, the calculation gives 33.29 kcal/mol. Its charge is 0. The energy is -1343.0428 Eh.

Atom charges from the Mulliken analysis, given in e for atoms 1 to 2: -1.6416, 0.3553

***

Number 1: LUMO energy -0.37 eV. Number 2: LUMO energy 0.97 eV. Number 3: LUMO energy 0.87 eV. Number 4: LUMO energy 0.58 eV. Number 5: LUMO energy 0.68 eV. Number 6: LUMO energy 0.71 eV.